(1)
C4H7NO in the gas phase. Source: the OMol25 dataset; level of theory: ωB97M-V with the def2-TZVPD basis set.

Structure (XYZ):
```
13
Properties=species:S:1:pos:R:3
N 1.649 0.909 0.143
C 1.149 -0.115 -0.627
O 1.697 -0.489 -1.646
C -0.146 -0.705 -0.150
C -1.449 -0.036 -0.497
C -0.988 -0.077 0.928
H 1.501 0.873 1.138
H 2.559 1.240 -0.139
H -0.151 -1.787 -0.229
H -1.409 0.915 -1.018
H -2.266 -0.684 -0.798
H -1.489 -0.738 1.628
H -0.667 0.869 1.355
```

2S+1   1
Energy above the lowest of the compared OMol25 structures with the same formula, charge and spin   19.7 kcal/mol
HOMO-LUMO gap   10.71 eV
HOMO level   -9.727 eV
LUMO energy   0.98 eV


(2)
3 unconnected molecules or ions with the total composition C24H54ClFN6O9P2S. Source: the OMol25 dataset; level of theory: ωB97M-V with the def2-TZVPD basis set.

Structure (XYZ):
```
98
Properties=species:S:1:pos:R:3
C 4.183 1.999 2.856
C 4.142 2.888 1.752
C 4.052 4.010 0.550
F 4.173 5.349 1.241
C 2.541 4.006 -0.118
O 1.466 4.403 0.804
C 0.773 3.220 1.378
O -0.541 2.942 0.770
C -0.440 2.044 -0.392
C -0.129 0.468 -0.014
O -1.157 -0.177 0.816
O 5.152 3.965 -0.422
C 5.357 2.626 -0.991
O 4.427 1.886 -1.629
C 6.877 1.933 -0.933
C 7.456 1.752 0.588
C 7.716 0.144 0.859
C 6.523 -0.606 1.695
S 5.081 -1.208 0.662
O 4.475 -2.449 1.426
O 3.910 -0.198 0.520
Cl 5.693 -1.777 -1.252
H 4.398 1.552 3.941
H 2.506 4.655 -1.109
H 2.322 2.893 -0.460
H 1.445 2.257 1.435
H 0.547 3.515 2.513
H -1.521 2.043 -0.898
H 0.285 2.447 -1.248
H -0.055 -0.120 -1.043
H 0.915 0.320 0.527
H -0.727 -0.497 1.686
H 7.666 2.556 -1.567
H 6.833 0.867 -1.435
H 6.846 2.293 1.427
H 8.540 2.254 0.601
H 8.713 0.089 1.513
H 7.941 -0.471 -0.113
H 6.234 0.096 2.590
H 7.014 -1.578 2.181
C -8.000 2.818 1.341
N -7.239 3.097 0.144
C -8.101 3.438 -0.977
P -5.570 3.115 -0.078
O -5.515 4.620 -0.436
N -4.736 3.365 1.395
C -5.378 3.981 2.551
C -3.406 3.958 1.223
N -5.634 1.384 0.334
C -6.071 0.511 -0.754
C -4.693 0.693 1.203
H -7.544 2.036 1.954
H -9.008 2.453 1.109
H -8.117 3.722 1.946
H -8.638 2.551 -1.329
H -7.529 3.822 -1.828
H -8.830 4.209 -0.704
H -5.858 4.926 2.296
H -4.657 4.170 3.361
H -6.108 3.300 2.992
H -3.461 5.041 1.068
H -2.900 3.517 0.360
H -2.774 3.764 2.096
H -6.927 -0.086 -0.421
H -5.280 -0.168 -1.091
H -6.391 1.082 -1.630
H -4.784 1.032 2.240
H -3.660 0.825 0.863
H -4.900 -0.384 1.244
C 2.587 -3.985 -0.714
N 1.190 -3.842 -0.376
C 1.004 -3.073 0.845
P -0.169 -4.390 -1.206
O -0.725 -2.970 -1.474
N 0.161 -4.648 -2.865
C 1.281 -4.000 -3.539
C -1.025 -4.550 -3.721
N 0.470 -6.023 -0.897
C 0.224 -6.533 0.450
C 0.495 -7.110 -1.864
H 2.810 -4.951 -1.175
H 3.230 -3.934 0.174
H 2.908 -3.186 -1.389
H 1.323 -3.656 1.715
H -0.046 -2.810 1.005
H 1.572 -2.136 0.819
H 1.284 -2.922 -3.381
H 1.262 -4.188 -4.624
H 2.228 -4.428 -3.207
H -1.288 -3.508 -3.934
H -1.884 -5.026 -3.240
H -0.866 -5.069 -4.673
H 1.175 -6.824 0.910
H -0.448 -7.399 0.455
H -0.232 -5.776 1.095
H 1.188 -6.900 -2.684
H -0.503 -7.312 -2.269
H 0.871 -8.039 -1.415
```

2S+1   1
Energy above the lowest of the compared OMol25 structures with the same formula, charge and spin   109.3 kcal/mol
HOMO-LUMO gap   5.84 eV
HOMO level   -7.310 eV
LUMO energy   -1.47 eV


(3)
2 unconnected molecules or ions with the total composition C10H16O. Source: the OMol25 dataset; level of theory: ωB97M-V with the def2-TZVPD basis set.

Structure (XYZ):
```
27
Properties=species:S:1:pos:R:3
C 3.684 0.143 -0.472
C 2.460 0.086 0.399
C 2.539 -0.666 1.606
C 1.577 -0.579 2.598
C 0.437 0.224 2.304
O -0.559 0.313 3.274
C 0.408 1.054 1.204
C 1.380 0.912 0.218
H 4.561 0.420 0.143
H 3.484 0.895 -1.211
H 4.145 -0.819 -0.713
H 3.354 -1.317 1.913
H 1.609 -0.992 3.596
H -1.348 0.190 2.750
H -0.373 1.807 1.216
H 1.254 1.342 -0.775
C -2.726 -1.013 -0.599
C -2.165 -0.676 -1.977
C -2.713 0.670 -2.506
H -3.096 -0.111 -0.094
H -2.058 -1.404 0.167
H -3.682 -1.548 -0.582
H -1.075 -0.706 -1.889
H -2.339 -1.336 -2.832
H -2.921 0.764 -3.570
H -3.715 0.872 -2.100
H -2.123 1.473 -2.067
```

2S+1   1
Energy above the lowest of the compared OMol25 structures with the same formula, charge and spin   47.0 kcal/mol
HOMO-LUMO gap   9.38 eV
HOMO level   -8.524 eV
LUMO energy   0.85 eV


(4)
3 unconnected molecules or ions with the total composition C15H38FIN3O6S. Source: the OMol25 dataset; level of theory: ωB97M-V with the def2-TZVPD basis set.

Structure (XYZ):
```
65
Properties=species:S:1:pos:R:3
C -1.578 -1.278 -2.373
C -0.897 -0.607 -1.125
C -0.042 -1.571 -0.212
I 1.054 -3.097 -1.346
N -0.788 -2.167 0.962
S -2.284 -2.995 0.587
O -2.653 -3.711 1.834
O -3.365 -2.019 0.290
F -2.083 -4.129 -0.561
H -0.844 -1.637 -3.142
H -2.155 -0.459 -2.891
H -2.342 -2.057 -2.122
H -0.185 0.163 -1.533
H -1.669 -0.027 -0.554
H 0.771 -0.936 0.237
H -1.040 -1.425 1.669
H -0.148 -2.808 1.474
C 0.390 0.677 -8.293
O 1.697 1.071 -7.905
C 1.808 2.457 -7.590
C 2.008 2.660 -6.093
N 0.791 2.346 -5.344
C 0.985 2.253 -3.900
C 1.945 1.179 -3.370
O 1.484 -0.157 -3.547
C 1.736 -0.709 -4.833
H 0.453 -0.330 -8.706
H -0.287 0.651 -7.434
H -0.013 1.341 -9.062
H 0.953 3.031 -7.959
H 2.699 2.824 -8.106
H 2.283 3.701 -5.903
H 2.844 2.022 -5.784
H 0.427 1.460 -5.672
H -0.001 2.063 -3.463
H 1.309 3.230 -3.527
H 2.019 1.322 -2.286
H 2.963 1.292 -3.756
H 2.664 -0.337 -5.270
H 0.894 -0.516 -5.500
H 1.818 -1.792 -4.723
C -2.378 1.673 7.417
O -0.963 1.605 7.498
C -0.485 0.490 8.248
C 0.170 -0.538 7.333
N -0.822 -1.220 6.500
C -0.249 -2.013 5.417
C 0.580 -1.280 4.353
O -0.177 -0.404 3.517
C -0.423 0.889 4.069
H -2.644 2.650 7.013
H -2.774 0.907 6.742
H -2.839 1.570 8.402
H -1.273 0.037 8.856
H 0.278 0.875 8.929
H 0.696 -1.279 7.940
H 0.910 -0.008 6.721
H -1.438 -0.528 6.095
H -1.087 -2.501 4.909
H 0.361 -2.810 5.852
H 0.988 -2.046 3.682
H 1.446 -0.761 4.773
H 0.397 1.231 4.701
H -1.361 0.891 4.624
H -0.537 1.592 3.242
```

2S+1   1
Total charge   +1
HOMO-LUMO gap   5.89 eV
HOMO level   -10.887 eV
LUMO energy   -5.00 eV


(5)
A molecular structure, C17H22Cl2IrN3O5. Source: the OMol25 dataset; level of theory: ωB97M-V with the def2-TZVPD basis set.

Structure (XYZ):
```
50
Properties=species:S:1:pos:R:3
Ir 0.415 0.173 -0.046
C -3.035 -0.653 1.249
O -2.585 0.214 0.234
C -3.397 0.176 -0.915
C -2.605 0.690 -2.089
O -1.659 -0.310 -2.430
C -0.795 0.055 -3.476
C 0.302 1.021 -3.083
O 1.211 0.544 -2.070
C 2.167 -0.398 -2.581
H -4.055 -0.402 1.569
H -2.354 -0.545 2.092
H -3.017 -1.694 0.910
H -4.299 0.785 -0.765
H -3.707 -0.854 -1.135
H -2.124 1.639 -1.825
H -3.279 0.864 -2.939
H -1.357 0.543 -4.287
H -0.379 -0.874 -3.870
H -0.098 1.951 -2.680
H 0.903 1.252 -3.967
H 2.620 0.041 -3.472
H 1.698 -1.354 -2.807
H 2.915 -0.539 -1.808
C -0.044 2.185 4.196
N -0.097 2.655 2.818
C -0.242 3.986 2.473
C -0.294 4.393 1.198
C -0.197 3.423 0.100
O -0.296 3.714 -1.078
N 0.010 2.121 0.519
C 0.020 1.763 1.809
O 0.143 0.512 2.011
H -0.133 3.043 4.857
H 0.898 1.674 4.383
H -0.861 1.491 4.388
H -0.316 4.668 3.309
H -0.417 5.436 0.954
Cl 0.100 -4.072 -1.331
C 1.383 -3.851 -0.183
C 2.066 -4.952 0.282
C 3.105 -4.782 1.189
C 3.432 -3.509 1.624
C 2.718 -2.411 1.178
Cl 3.202 -0.847 1.757
C 1.663 -2.530 0.247
N 0.980 -1.506 -0.309
H 1.791 -5.935 -0.076
H 3.657 -5.638 1.551
H 4.242 -3.354 2.324
```

2S+1   1
Energy above the lowest of the compared OMol25 structures with the same formula, charge and spin   13.3 kcal/mol
HOMO-LUMO gap (alpha / beta)   6.77 / 6.61 eV
HOMO level (alpha / beta)   -6.788 / -7.081 eV
LUMO energy (alpha / beta)   -0.02 / -0.47 eV


(6)
C22H24N4O5S in the gas phase. Source: the OMol25 dataset; level of theory: ωB97M-V with the def2-TZVPD basis set.

Structure (XYZ):
```
56
Properties=species:S:1:pos:R:3
C -8.129 -0.874 0.325
C -7.147 -1.226 -0.784
O -5.964 -0.435 -0.704
C -5.017 -0.847 0.152
O -5.112 -1.850 0.820
C -3.844 0.053 0.174
C -3.730 1.153 -0.674
C -2.612 1.962 -0.630
C -1.587 1.680 0.273
N -0.425 2.436 0.377
C -0.029 3.496 -0.367
O -0.660 4.033 -1.248
C 1.358 3.995 0.040
S 2.700 2.990 -0.682
C 2.721 1.643 0.412
N 1.892 1.408 1.400
N 2.254 0.246 1.967
C 3.296 -0.211 1.336
C 3.995 -1.489 1.639
O 4.255 -2.257 0.479
C 3.237 -2.452 -0.431
C 3.631 -2.510 -1.760
C 2.711 -2.698 -2.775
C 1.371 -2.811 -2.459
C 0.962 -2.775 -1.137
C 1.879 -2.620 -0.103
O 1.543 -2.638 1.218
C 0.182 -2.720 1.572
N 3.649 0.650 0.329
C 4.726 0.573 -0.616
C -1.704 0.585 1.133
C -2.819 -0.220 1.081
H -9.043 -1.448 0.199
H -7.694 -1.112 1.292
H -8.366 0.187 0.294
H -6.872 -2.284 -0.722
H -7.569 -1.008 -1.768
H -4.522 1.366 -1.373
H -2.522 2.809 -1.289
H 0.270 2.059 1.037
H 1.494 3.994 1.120
H 1.510 4.993 -0.370
H 3.394 -2.036 2.371
H 4.986 -1.289 2.064
H 4.684 -2.411 -1.977
H 3.041 -2.743 -3.801
H 0.634 -2.938 -3.237
H -0.086 -2.886 -0.912
H 0.160 -2.620 2.655
H -0.400 -1.912 1.122
H -0.247 -3.686 1.285
H 4.333 0.367 -1.614
H 5.256 1.527 -0.638
H 5.404 -0.225 -0.325
H -0.909 0.382 1.837
H -2.925 -1.071 1.737
```

2S+1   1
Energy above the lowest of the compared OMol25 structures with the same formula, charge and spin   34.4 kcal/mol
HOMO-LUMO gap   8.95 eV
HOMO level   -8.487 eV
LUMO energy   0.46 eV